Entry 1:
{
  "formula": "C4H5NO3",
  "method": "the ωB97M-V functional and the def2-TZVPD basis",
  "symbols": ["C", "C", "C", "C", "H", "H", "H", "H", "H", "N", "O", "O", "O"],
  "xyz": [[-0.73131, -0.19184, 0.48012], [0.72414, 1.43292, 0.87832], [1.20252, 0.74608, -0.24623], [0.14126, -0.43322, -0.39788], [-1.67064, -1.31826, 2.01722], [-1.87312, -1.80965, -0.00884], [0.57823, 2.66938, 1.08598], [2.51760, 0.00248, -1.27713], [-0.84874, -0.98624, -2.00660], [-1.86093, -0.84474, 0.78535], [-0.59897, 1.00275, 1.20163], [2.42742, 0.90310, -0.97365], [-0.00746, -1.17276, -1.53827]],
  "homo_lumo_gap_ev": 8.36,
  "multiplicity": 1,
  "e_homo_ev": -8.287
}

Entry 2:
{
  "formula": "C3H8N4",
  "method": "the ωB97M-V functional and the def2-TZVPD basis",
  "symbols": ["H", "N", "C", "C", "C", "N", "N", "N", "H", "H", "H", "H", "H", "H", "H"],
  "xyz": [[2.42165, 1.58249, 0.85414], [2.23255, 0.52343, 0.75934], [1.03073, 0.41431, 0.25175], [0.02019, 1.46740, -0.03949], [-1.03984, 1.13970, -0.79492], [-1.58322, -0.03224, -1.22386], [0.87666, -1.04054, -0.09019], [-0.04142, -1.74100, 0.72566], [0.23684, 2.59944, 0.13007], [-1.68497, 1.95074, -1.02580], [-1.35646, -0.74453, -0.43376], [-2.69124, -0.00417, -1.21401], [1.75876, -1.43835, 0.25036], [0.07483, -2.01470, 1.66327], [-0.25505, -2.66199, 0.18745]],
  "homo_lumo_gap_ev": 9.42,
  "smiles": "[H]/N=C(\\C=C/N)NN",
  "multiplicity": 1,
  "e_homo_ev": -8.542
}

Entry 3:
{
  "formula": "C11H17N5O4",
  "method": "the ωB97M-V functional and the def2-TZVPD basis",
  "symbols": ["C", "C", "C", "C", "C", "C", "C", "C", "C", "C", "C", "H", "H", "H", "H", "H", "H", "H", "H", "H", "H", "H", "H", "H", "H", "H", "H", "H", "N", "N", "N", "N", "N", "O", "O", "O", "O"],
  "xyz": [[1.16539, -0.38647, 0.39304], [-0.28171, -0.34683, -0.16234], [2.08035, -0.40295, -0.84968], [3.53084, -0.28918, -0.50272], [4.39712, 0.50663, -1.25215], [5.33247, -0.04818, 0.46140], [-2.76583, -0.75227, 0.37945], [-2.66206, -2.05617, -0.24976], [-3.51718, 0.28844, -0.42277], [-3.58942, 1.61181, 0.40855], [-2.36174, 2.29759, -0.14002], [2.02554, -1.41115, 1.91738], [0.70244, -2.36498, 1.07017], [1.27609, 0.60506, 0.47644], [2.00270, -1.41887, -1.49003], [1.79102, 0.58498, -1.39199], [4.25441, 1.36844, -2.14285], [6.04585, 0.04635, 1.20532], [6.34172, 0.95939, -0.81019], [-1.16117, -0.97353, 1.51629], [-3.27604, -0.98286, 1.24203], [-2.85628, 0.62227, -1.23691], [-4.49731, -0.24874, -0.79361], [-3.56666, 1.19119, 1.50701], [-4.40412, 2.29893, 0.21097], [-0.81244, 3.22948, 0.78533], [-1.56639, 2.13668, 1.74466], [-3.62775, -3.68729, -1.03515], [1.14188, -1.35499, 1.48173], [4.08287, -0.67790, 0.74248], [5.53538, 0.45333, -0.64125], [-1.32085, -0.37979, 0.67043], [-1.67782, 2.78045, 0.95465], [-0.42275, -0.59269, -1.37926], [-1.52255, -2.56218, -0.41296], [-2.09508, 2.57451, -1.45246], [-3.72088, -2.61853, -0.80122]],
  "homo_lumo_gap_ev": 8.70,
  "multiplicity": 1,
  "e_homo_ev": -8.267
}

Entry 4:
{
  "formula": "C23H36FN10O5PS2",
  "method": "the ωB97M-V functional and the def2-TZVPD basis",
  "symbols": ["C", "P", "O", "C", "O", "S", "O", "O", "O", "C", "F", "S", "H", "H", "H", "H", "H", "H", "C", "C", "N", "H", "H", "H", "C", "C", "N", "H", "H", "H", "C", "C", "N", "H", "H", "H", "C", "C", "N", "H", "H", "H", "C", "C", "N", "H", "H", "H", "C", "C", "N", "H", "H", "H", "C", "C", "N", "H", "H", "H", "C", "C", "N", "H", "H", "H", "C", "C", "N", "H", "H", "H", "C", "C", "N", "H", "H", "H"],
  "xyz": [[6.39196, -2.65740, 0.53236], [5.08384, -2.82628, -0.89842], [5.78825, -1.96331, -2.28248], [3.49553, -1.84392, -0.50232], [3.95719, -0.65161, 0.22582], [2.42822, 0.03488, 0.68655], [2.79050, 1.04354, 1.80286], [1.93763, 0.62951, -0.68318], [1.73914, -1.49252, 1.15247], [2.24197, -2.56297, 0.27128], [1.16806, -2.88236, -0.69748], [2.68741, -4.22606, 1.01595], [7.42805, -3.15935, 0.23369], [5.99822, -3.07848, 1.55880], [6.57703, -1.49166, 0.64596], [5.18156, -1.15712, -2.43771], [3.05229, -1.64350, -1.56650], [3.09878, -5.14974, 0.00998], [0.89360, 3.94915, -1.66671], [0.24723, 4.30197, -2.99641], [-0.28894, 4.59469, -4.09950], [0.12190, 3.73076, -0.92340], [1.53332, 3.07017, -1.78470], [1.50124, 4.78695, -1.31360], [-1.47028, -1.42392, 2.29047], [-2.09687, -2.09963, 3.49927], [-2.61669, -2.66020, 4.50202], [-1.20295, -0.39261, 2.53678], [-0.56833, -1.96303, 1.98782], [-2.17855, -1.41894, 1.45731], [2.08191, 6.51532, 2.15990], [2.65902, 5.99150, 0.85493], [3.13781, 5.55695, -0.22761], [1.32381, 7.27588, 1.95356], [1.62159, 5.69627, 2.71938], [2.87572, 6.95927, 2.76702], [-3.57207, 1.48251, -0.35261], [-3.12685, 1.48259, 1.10072], [-2.75746, 1.48266, 2.30633], [-4.52291, 0.95154, -0.45118], [-3.70008, 2.51028, -0.70340], [-2.82078, 0.98562, -0.97267], [-0.12431, -5.59804, 5.17512], [0.45280, -6.12186, 3.87014], [0.93159, -6.55641, 2.78760], [-0.88240, -4.83748, 4.96877], [-0.58463, -6.41709, 5.73460], [0.66950, -5.15409, 5.78223], [1.12271, -0.47150, -4.58588], [2.42483, -1.17880, -4.24733], [3.50502, -1.76557, -3.96652], [0.52002, -0.34726, -3.68197], [1.33321, 0.51344, -5.01172], [0.55676, -1.06027, -5.31312], [-1.71569, -5.38505, 0.96296], [-2.59611, -6.05358, -0.08026], [-3.32644, -6.60817, -0.94572], [-2.33414, -4.98147, 1.76942], [-1.01522, -6.11298, 1.38154], [-1.14985, -4.56872, 0.50552], [-6.28173, -1.33844, 2.84940], [-5.25348, -1.30943, 1.73036], [-4.40047, -1.28541, 0.80205], [-6.51774, -0.31853, 3.16532], [-7.19752, -1.82448, 2.50176], [-5.88651, -1.89369, 3.70457], [1.86307, 5.18719, -7.60745], [1.97603, 3.70450, -7.29237], [2.06974, 2.47451, -7.03104], [1.31027, 5.69606, -6.81298], [2.86039, 5.62862, -7.68640], [1.33540, 5.32787, -8.55486], [-4.99030, 4.62807, 2.26654], [-5.87072, 3.95954, 1.22331], [-6.60105, 3.40495, 0.35785], [-5.60875, 5.03164, 3.07300], [-4.28983, 3.90014, 2.68512], [-4.42446, 5.44440, 1.80909]],
  "homo_lumo_gap_ev": 6.96,
  "smiles": "CP(O)[C@@H]1OS(=O)(=O)O[C@]1(F)S.CC#N.CC#N.CC#N.CC#N.CC#N.CC#N.CC#N.CC#N.CC#N.CC#N",
  "multiplicity": 1,
  "e_homo_ev": -8.554
}